# C112H145N13O19

A cluster of 18 separate species, C112H145N13O19 in total at a distorted geometry (ωB97M-V/def2-TZVPD, the Open Molecules 2025 dataset).

Output
Electronic energy, Ha: -6496.0286
HOMO-LUMO gap, eV: 6.3
M, g mol⁻¹: 1977.46
LUMO level, eV: -1.54

Structure (ORCA input):
```
! wB97M-V def2-TZVPD RIJCOSX def2/J DEFGRID3
* xyz 0 1
C -3.174 25.883 1.336
C -3.939 24.857 2.171
N -2.992 23.958 2.842
C -3.503 23.365 4.115
C -4.242 24.411 5.093
C -2.528 22.736 2.089
C -1.321 22.915 1.168
H -3.284 25.496 0.323
H -2.168 25.994 1.742
H -3.688 26.844 1.362
H -4.267 25.576 2.921
H -4.751 24.360 1.641
H -4.236 22.604 3.846
H -2.662 22.899 4.628
H -3.565 25.210 5.397
H -5.193 24.712 4.652
H -4.590 23.935 6.010
H -3.376 22.394 1.496
H -2.373 21.902 2.773
H -0.713 23.799 1.356
H -1.411 22.884 0.082
H -0.663 22.127 1.533
C -7.280 27.576 3.975
C -7.133 28.271 2.650
N -7.793 27.654 1.495
C -9.218 27.898 1.347
C -9.843 26.949 0.280
C -7.051 27.807 0.250
C -6.845 29.273 -0.254
H -6.941 28.326 4.690
H -6.675 26.676 4.079
H -8.313 27.245 4.086
H -7.698 29.191 2.798
H -6.067 28.444 2.501
H -9.874 27.829 2.214
H -9.272 28.956 1.088
H -10.922 26.912 0.433
H -9.449 27.346 -0.656
H -9.392 25.960 0.360
H -7.361 27.188 -0.592
H -6.052 27.399 0.400
H -5.870 29.587 0.119
H -7.600 29.952 0.142
H -7.025 29.231 -1.329
C 7.037 24.523 4.372
C 5.709 24.856 3.650
N 5.599 24.337 2.323
C 5.075 25.230 1.351
C 5.645 24.784 -0.009
C 5.442 22.896 2.332
C 3.952 22.476 2.549
H 7.486 23.542 4.221
H 6.950 24.500 5.458
H 7.906 25.086 4.031
H 4.819 24.472 4.149
H 5.616 25.941 3.589
H 4.003 25.424 1.329
H 5.509 26.209 1.554
H 5.300 25.400 -0.839
H 6.734 24.829 -0.016
H 5.436 23.824 -0.481
H 5.974 22.502 3.199
H 5.933 22.453 1.466
H 3.983 21.388 2.485
H 3.256 22.978 1.878
H 3.777 22.621 3.615
C 5.058 29.872 -3.464
C 4.555 30.348 -4.729
N 5.084 31.693 -4.997
C 4.557 32.781 -4.272
C 3.070 33.223 -4.477
C 4.931 31.996 -6.382
C 5.656 30.987 -7.275
H 4.705 28.852 -3.317
H 4.732 30.490 -2.627
H 6.136 29.730 -3.385
H 4.799 29.529 -5.404
H 3.506 30.580 -4.545
H 4.659 32.679 -3.192
H 5.173 33.659 -4.472
H 2.322 32.469 -4.231
H 2.860 34.206 -4.056
H 2.867 33.422 -5.529
H 5.400 32.921 -6.718
H 3.869 32.069 -6.615
H 6.462 30.445 -6.780
H 5.699 31.398 -8.284
H 4.912 30.215 -7.468
O 3.220 23.253 -2.006
C 3.138 22.632 -3.067
N 4.106 21.919 -3.482
C 1.870 22.669 -3.832
H 4.892 21.931 -2.849
H 4.136 21.617 -4.446
H 2.063 22.983 -4.857
H 1.285 23.445 -3.338
H 1.327 21.730 -3.719
O 4.438 24.568 -6.264
C 5.520 24.982 -5.816
N 6.662 24.860 -6.536
C 5.511 25.240 -4.369
H 6.645 24.589 -7.508
H 7.460 24.951 -5.923
H 6.514 25.580 -4.109
H 5.312 24.349 -3.773
H 4.852 26.046 -4.046
O -0.027 23.447 5.009
C 0.342 24.414 4.417
N -0.576 25.177 3.825
C 1.790 24.931 4.462
H -0.241 25.718 3.041
H -1.473 24.724 3.723
H 1.983 25.932 4.077
H 2.322 24.242 3.806
H 2.170 24.746 5.467
O -2.379 30.156 4.326
C -2.195 29.249 5.126
N -1.239 29.258 5.992
C -3.039 27.918 4.971
H -0.792 30.151 6.139
H -1.097 28.478 6.618
H -2.535 27.185 5.600
H -3.143 27.593 3.935
H -4.070 28.035 5.306
O -1.060 25.763 -2.924
C -0.585 26.306 -1.924
N -1.351 27.123 -1.174
C 0.928 26.270 -1.672
H -1.044 27.558 -0.315
H -2.340 27.323 -1.211
H 1.183 25.532 -0.911
H 1.272 27.246 -1.329
H 1.531 25.995 -2.536
O -0.279 22.541 -6.586
C -1.488 22.615 -6.451
N -2.263 21.550 -6.493
C -2.080 23.808 -5.668
H -1.736 20.791 -6.900
H -3.251 21.714 -6.625
H -2.744 23.564 -4.839
H -2.589 24.389 -6.438
H -1.262 24.222 -5.079
O 0.213 26.773 1.627
C 0.753 27.817 1.852
N 2.086 27.798 2.208
C -0.009 29.172 1.729
H 2.473 28.726 2.114
H 2.817 27.124 2.029
H -1.036 29.065 2.078
H -0.225 29.668 0.783
H 0.512 29.877 2.377
O -7.750 32.239 -2.700
C -6.579 31.844 -2.745
N -6.202 30.755 -3.346
C -5.470 32.560 -1.842
H -7.043 30.364 -3.745
H -5.294 30.313 -3.307
H -4.586 32.870 -2.399
H -5.148 32.010 -0.958
H -5.862 33.537 -1.561
O -3.549 33.700 0.381
C -2.797 32.981 1.080
N -3.302 32.134 1.918
C -1.270 33.112 0.967
H -2.691 31.775 2.638
H -4.287 31.926 1.839
H -0.818 33.644 1.804
H -1.004 33.642 0.053
H -0.850 32.126 0.767
C 0.155 32.029 -2.397
C 1.013 31.096 -1.888
C 2.067 31.561 -1.040
C 2.259 32.932 -0.799
C 1.414 33.857 -1.426
C 0.401 33.382 -2.223
C 1.593 35.355 -1.331
O 0.845 36.173 -1.912
C 2.467 35.775 -0.222
C 2.487 37.148 0.027
C 3.438 37.562 0.950
C 4.176 36.616 1.706
C 4.000 35.261 1.597
C 3.200 34.818 0.558
C 3.166 33.382 0.277
O 3.911 32.637 0.889
H -0.656 31.727 -3.043
H 0.858 30.034 -2.010
H 2.576 30.748 -0.544
H -0.412 34.047 -2.471
H 1.948 37.887 -0.547
H 3.810 38.550 1.176
H 4.814 36.949 2.511
H 4.520 34.680 2.345
C 1.321 24.050 -13.424
C 0.272 24.853 -13.688
C -0.454 25.485 -12.657
C -0.122 25.107 -11.277
C 0.922 24.137 -11.079
C 1.614 23.642 -12.142
C 1.188 23.655 -9.711
O 1.862 22.606 -9.561
C 0.888 24.611 -8.589
C 1.708 24.589 -7.404
C 1.260 25.336 -6.284
C 0.177 26.241 -6.394
C -0.442 26.439 -7.689
C -0.101 25.550 -8.778
C -0.911 25.684 -10.193
O -1.931 26.253 -10.323
H 1.830 23.588 -14.257
H -0.073 25.115 -14.677
H -1.319 26.108 -12.830
H 2.491 23.112 -11.802
H 2.405 23.778 -7.252
H 1.777 24.954 -5.416
H -0.139 26.841 -5.554
H -1.153 27.248 -7.767
C -6.087 24.324 -1.991
C -6.209 23.771 -3.253
C -5.557 24.249 -4.325
C -4.993 25.595 -4.207
C -4.879 26.194 -2.887
C -5.427 25.554 -1.775
C -4.262 27.538 -2.711
O -4.073 28.054 -1.581
C -3.968 28.362 -3.968
C -3.575 29.711 -3.928
C -3.125 30.438 -4.972
C -3.174 29.855 -6.274
C -3.543 28.517 -6.399
C -3.975 27.810 -5.297
C -4.589 26.446 -5.412
O -4.820 26.061 -6.533
H -6.563 23.790 -1.181
H -6.802 22.868 -3.238
H -5.646 23.681 -5.239
H -5.424 25.983 -0.784
H -3.611 30.327 -3.042
H -2.738 31.426 -4.767
H -2.961 30.565 -7.059
H -3.599 28.124 -7.403
C 7.969 28.702 -2.023
C 6.888 27.895 -1.612
C 6.012 28.312 -0.558
C 6.276 29.456 0.093
C 7.386 30.273 -0.221
C 8.170 29.898 -1.312
C 7.723 31.489 0.610
O 8.505 32.284 0.150
C 7.125 31.577 1.928
C 7.379 32.626 2.829
C 6.805 32.738 4.052
C 5.810 31.861 4.352
C 5.426 30.862 3.543
C 6.016 30.731 2.311
C 5.420 29.721 1.280
O 4.422 28.958 1.525
H 8.502 28.530 -2.946
H 6.648 27.055 -2.247
H 5.148 27.695 -0.360
H 8.870 30.617 -1.711
H 7.968 33.437 2.426
H 7.016 33.515 4.772
H 5.222 32.016 5.244
H 4.542 30.340 3.878
C 3.408 28.113 -7.631
C 4.531 27.715 -8.288
C 4.455 27.647 -9.772
C 3.390 28.147 -10.436
C 2.304 28.515 -9.676
C 2.249 28.518 -8.295
C 1.012 28.871 -10.405
O -0.012 29.214 -9.741
C 0.961 28.979 -11.931
C -0.273 29.389 -12.596
C -0.260 29.623 -13.936
C 0.988 29.510 -14.678
C 2.087 28.904 -14.066
C 2.130 28.773 -12.663
C 3.392 28.317 -11.987
O 4.425 28.037 -12.627
H 3.400 28.172 -6.553
H 5.465 27.312 -7.926
H 5.374 27.465 -10.308
H 1.385 28.761 -7.695
H -1.132 29.677 -12.008
H -1.132 30.131 -14.321
H 0.927 29.779 -15.722
H 2.948 28.715 -14.691
*
```